{
  "formula": "C5H11N3",
  "method": "ωB97M-V/def2-TZVPD",
  "symbols": ["C", "N", "C", "N", "C", "C", "C", "N", "H", "H", "H", "H", "H", "H", "H", "H", "H", "H", "H"],
  "positions_angstrom": [[-1.412, 2.007, 1.116], [-0.523, 0.877, 1.062], [-0.141, 0.404, -0.070], [-0.452, 0.936, -1.321], [0.238, -1.025, 0.033], [-0.159, -1.871, 1.200], [1.483, -1.027, -0.517], [1.893, -0.662, -1.799], [-2.329, 1.869, 0.524], [-1.714, 2.156, 2.152], [-0.921, 2.918, 0.752], [-0.471, 0.270, -2.078], [-1.233, 1.576, -1.342], [0.459, -2.766, 1.250], [-1.206, -2.162, 1.110], [-0.046, -1.325, 2.135], [2.169, -1.764, -0.107], [1.471, 0.174, -2.179], [2.892, -0.586, -1.921]],
  "forces_ev_per_angstrom": [[0.5, 0.5, -0.1], [0.1, 0.2, -0.5], [-4.2, -0.8, 1.3], [0.4, 0.3, -0.2], [2.7, 2.2, -0.7], [0.3, 0.3, 0.2], [0.1, -3.8, -0.6], [0.3, 1.2, 0.4], [0.0, -0.1, -0.1], [0.0, 0.1, -0.1], [-0.2, 0.2, 0.1], [-0.3, 0.0, 0.2], [0.1, 0.1, 0.1], [0.0, -0.1, -0.1], [0.0, -0.1, 0.0], [-0.1, 0.0, 0.0], [0.3, -0.2, -0.1], [-0.1, 0.1, 0.0], [0.1, -0.2, 0.2]],
  "nbo_charge": [-0.444, -0.524, 0.421, -0.861, -0.159, -0.621, 0.070, -0.795, 0.165, 0.205, 0.181, 0.384, 0.392, 0.206, 0.218, 0.237, 0.171, 0.376, 0.376],
  "e_homo_ev": -7.808,
  "smiles": "C/N=C(N)/C(C)=C\\N",
  "orbital_gap_ev": 8.7,
  "total_charge": 0,
  "total_energy_ha": -361.31160
}



{
  "formula": "C26H59BrFNbO5PS3",
  "method": "ωB97M-V/def2-TZVPD",
  "symbols": ["C", "C", "C", "C", "C", "C", "C", "C", "C", "C", "C", "C", "C", "C", "C", "C", "C", "C", "C", "C", "Nb", "S", "C", "C", "O", "Br", "P", "S", "S", "O", "O", "F", "H", "H", "H", "H", "H", "H", "H", "H", "H", "H", "H", "H", "H", "H", "H", "H", "H", "H", "H", "H", "H", "H", "H", "H", "H", "H", "H", "H", "H", "H", "H", "H", "H", "H", "H", "H", "H", "H", "H", "H", "H", "H", "H", "H", "H", "H", "H", "C", "C", "O", "H", "H", "H", "H", "H", "H", "C", "C", "O", "H", "H", "H", "H", "H", "H"],
  "positions_angstrom": [[-3.720, 4.460, 0.496], [-3.080, 4.875, -0.818], [-2.194, 3.740, -1.351], [-1.972, 3.811, -2.866], [-0.577, 3.438, -3.339], [0.553, 4.065, -2.533], [1.098, 3.130, -1.424], [2.532, 2.637, -1.675], [3.521, 3.111, -0.641], [3.482, 2.371, 0.704], [3.324, 3.314, 1.875], [3.418, 2.604, 3.228], [2.557, 3.257, 4.293], [1.093, 2.829, 4.216], [0.811, 1.633, 5.115], [-0.692, 1.374, 5.228], [-1.041, 0.086, 5.965], [-0.875, -1.282, 5.246], [-0.532, -1.286, 3.767], [-0.951, -2.663, 3.150], [-2.070, -2.471, 1.263], [-3.773, -0.957, 2.113], [-0.844, -4.079, 0.239], [0.506, -3.673, -0.170], [1.412, -3.242, 0.518], [0.861, -3.910, -2.127], [-0.454, -0.618, 0.352], [-1.071, 1.243, 0.734], [-3.232, -2.295, -1.087], [-4.083, -3.421, -1.351], [-3.880, -1.019, -1.205], [-2.126, -2.251, -2.289], [-4.248, 5.281, 0.964], [-2.952, 4.097, 1.166], [-4.389, 3.629, 0.324], [-2.442, 5.733, -0.649], [-3.841, 5.098, -1.558], [-2.683, 2.808, -1.099], [-1.267, 3.771, -0.795], [-2.659, 3.101, -3.315], [-2.273, 4.783, -3.240], [-0.481, 3.781, -4.366], [-0.468, 2.362, -3.394], [1.367, 4.370, -3.176], [0.153, 4.947, -2.046], [0.436, 2.282, -1.370], [1.085, 3.665, -0.483], [2.534, 1.551, -1.676], [2.868, 2.940, -2.660], [3.378, 4.175, -0.461], [4.512, 2.996, -1.065], [2.679, 1.642, 0.726], [4.412, 1.830, 0.836], [4.139, 4.028, 1.812], [2.361, 3.805, 1.782], [3.105, 1.568, 3.116], [4.461, 2.590, 3.519], [2.664, 4.331, 4.163], [2.933, 3.037, 5.287], [0.840, 2.587, 3.189], [0.437, 3.647, 4.489], [1.322, 0.747, 4.758], [1.140, 1.920, 6.109], [-1.167, 1.470, 4.260], [-1.089, 2.187, 5.831], [-0.463, 0.078, 6.883], [-2.079, 0.173, 6.264], [-1.802, -1.823, 5.387], [-0.124, -1.856, 5.776], [0.543, -1.225, 3.653], [-1.030, -0.489, 3.240], [-0.096, -3.319, 3.014], [-1.645, -3.188, 3.803], [-3.164, -3.855, 1.732], [-3.860, 0.049, 1.238], [-0.732, -4.881, 0.962], [-1.358, -4.508, -0.609], [-0.178, -0.720, -1.025], [0.806, -0.777, 0.963], [-1.745, -4.324, -4.819], [-1.101, -3.412, -5.842], [-0.415, -4.149, -6.863], [-0.989, -4.961, -4.359], [-2.239, -3.750, -4.039], [-2.484, -4.979, -5.291], [-0.354, -2.777, -5.370], [-1.853, -2.766, -6.307], [-1.064, -4.709, -7.297], [1.921, -7.746, -4.158], [3.015, -6.741, -3.845], [3.455, -6.066, -5.022], [2.275, -8.478, -4.884], [1.598, -8.270, -3.257], [1.053, -7.243, -4.592], [3.887, -7.243, -3.427], [2.661, -6.007, -3.117], [2.697, -5.605, -5.395]],
  "forces_ev_per_angstrom": [[0.2, 0.1, -0.3], [0.3, -0.8, 0.1], [-0.5, 0.5, -0.1], [-0.1, -0.6, 0.4], [0.2, 0.5, -0.6], [-0.1, -0.4, 0.7], [0.4, 0.3, -0.9], [-0.5, -0.2, 0.1], [0.4, -0.1, 0.1], [0.0, 0.2, -0.2], [0.1, -0.6, 0.2], [-0.1, -0.1, -0.2], [0.0, 0.2, -0.1], [0.4, -0.1, -0.1], [-0.9, 0.6, -0.3], [0.4, -0.1, 0.2], [-0.2, 0.0, -0.4], [0.0, 0.6, 0.4], [-0.3, -1.3, 0.1], [0.3, 0.6, -1.2], [-1.2, 0.6, 3.5], [0.3, -0.8, 0.0], [0.2, -0.1, -0.8], [1.7, 0.8, 1.5], [-1.7, -0.9, -1.5], [0.0, 0.2, 0.2], [0.3, 0.7, -0.6], [-0.1, -0.3, 0.3], [-0.3, 0.5, 0.2], [0.2, -0.7, -0.4], [0.0, 0.7, -0.2], [0.0, -0.2, -0.1], [-0.2, 0.1, 0.2], [0.2, 0.0, 0.3], [-0.4, -0.2, 0.0], [0.0, 0.5, -0.2], [-0.2, 0.3, -0.1], [0.1, -0.4, 0.1], [0.2, -0.2, 0.1], [-0.3, -0.1, -0.3], [0.2, 0.4, -0.1], [-0.1, 0.0, -0.3], [0.1, -0.4, 0.2], [0.2, 0.2, -0.2], [0.0, 0.5, -0.1], [-0.3, -0.2, 0.4], [-0.2, -0.1, 0.4], [0.1, -0.3, -0.1], [0.1, 0.1, -0.3], [0.0, 0.3, 0.0], [0.4, 0.1, 0.0], [-0.3, -0.2, -0.1], [0.2, -0.3, 0.0], [-0.1, 0.6, 0.0], [-0.2, 0.4, 0.0], [0.0, -0.3, 0.0], [0.3, -0.1, 0.2], [-0.1, 0.3, 0.1], [0.1, -0.1, 0.3], [-0.1, -0.1, -0.3], [-0.2, 0.2, 0.2], [0.3, -0.2, 0.1], [0.4, -0.4, 0.3], [-0.2, -0.2, -0.3], [-0.2, 0.3, 0.1], [0.1, 0.0, 0.3], [-0.3, 0.0, 0.1], [-0.3, -0.1, 0.0], [0.2, -0.3, 0.1], [0.2, 0.4, -0.3], [0.1, 0.5, -0.1], [0.2, -0.1, 0.0], [-0.4, -0.1, 0.1], [0.3, -0.2, -0.7], [0.2, 0.0, -0.3], [0.0, 0.0, 0.5], [-0.3, 0.0, -0.2], [0.3, -0.2, 0.0], [0.1, -0.3, -0.3], [0.0, -0.1, -0.1], [-0.1, -0.2, -0.1], [0.1, 0.1, 0.1], [0.0, 0.0, 0.1], [0.0, 0.0, 0.0], [0.0, 0.1, 0.0], [0.0, 0.0, 0.0], [0.0, 0.1, 0.1], [0.0, -0.1, 0.0], [0.0, 0.0, 0.0], [-0.2, 0.1, -0.2], [0.1, -0.1, 0.1], [0.0, 0.0, 0.0], [0.0, 0.0, 0.0], [0.0, 0.0, 0.1], [0.1, 0.0, -0.1], [0.0, -0.1, 0.1], [0.0, 0.1, 0.0]],
  "mulliken_charge": [-1.150, -0.721, 0.756, -1.214, -0.766, -1.354, 0.847, -1.199, -1.176, -0.047, -0.447, -0.783, -1.168, -0.030, -0.536, -0.689, -0.972, -0.876, 0.993, -1.463, -0.698, -0.331, -0.912, 0.505, -0.516, -0.266, 0.374, -0.410, 0.927, -0.656, -0.549, -0.148, 0.414, 0.198, 0.300, 0.254, 0.395, 0.385, -0.303, 0.282, 0.443, 0.360, 0.477, 0.660, 0.351, -0.276, 0.043, 0.316, 0.561, 0.462, 0.481, -0.086, 0.454, 0.272, 0.201, 0.294, 0.529, 0.393, 0.496, -0.145, 0.489, 0.185, 0.331, 0.258, 0.510, 0.260, 0.396, 0.467, 0.264, 0.182, -0.242, 0.394, 0.548, 0.123, 0.158, 0.448, 0.655, 0.043, 0.022, -0.394, -0.237, -0.542, -0.035, -0.034, 0.422, 0.239, 0.283, 0.287, -0.879, 0.040, -0.536, 0.294, 0.302, 0.182, 0.302, -0.026, 0.305],
  "e_homo_ev": -5.312,
  "orbital_gap_ev": 5.7,
  "total_charge": -1,
  "total_energy_ha": -5668.98474
}



{
  "formula": "C2H5Br2OP",
  "method": "ωB97M-V/def2-TZVPD",
  "symbols": ["O", "P", "Br", "Br", "H", "C", "C", "H", "H", "H", "H"],
  "positions_angstrom": [[-3.012, -0.683, 1.188], [-1.464, -0.591, 0.588], [-1.770, -1.173, -1.564], [-1.512, 1.611, 0.329], [-3.180, -1.143, 2.093], [2.015, 0.170, -1.106], [1.699, 0.511, 0.166], [2.553, -0.789, -1.161], [1.793, 0.832, -1.887], [1.213, 1.468, 0.399], [1.665, -0.212, 0.957]],
  "forces_ev_per_angstrom": [[0.0, -1.2, 1.6], [-1.1, -0.1, 0.5], [-0.1, 0.0, 0.4], [-0.1, 0.3, 0.0], [0.9, 1.0, -2.4], [0.4, -0.9, 3.6], [-0.8, 0.5, -1.7], [-0.6, 0.5, -0.9], [0.2, 0.6, -1.2], [0.4, -0.4, -0.2], [0.7, -0.2, 0.4]],
  "nbo_charge": [-1.027, 0.972, -0.234, -0.232, 0.526, -0.392, -0.401, 0.201, 0.202, 0.195, 0.189],
  "e_homo_ev": -9.786,
  "smiles": "OP(Br)Br.C=C",
  "orbital_gap_ev": 10.0,
  "total_charge": 0,
  "total_energy_ha": -5643.83804
}



{
  "formula": "C6H12",
  "method": "ωB97M-V/def2-TZVPD",
  "symbols": ["C", "C", "C", "C", "C", "C", "H", "H", "H", "H", "H", "H", "H", "H", "H", "H", "H", "H"],
  "positions_angstrom": [[1.887, 1.110, -0.346], [1.332, -0.168, 0.299], [0.174, -0.684, -0.550], [-0.987, -1.627, 0.421], [-1.217, -0.275, -0.164], [-1.519, 0.856, 0.806], [2.181, 0.919, -1.385], [1.135, 1.910, -0.357], [2.763, 1.477, 0.201], [1.074, 0.042, 1.351], [2.126, -0.925, 0.313], [0.068, -1.890, -0.459], [-0.761, -1.704, 1.478], [-1.609, -2.442, 0.029], [-1.917, -0.280, -0.999], [-2.556, 0.777, 1.155], [-1.407, 1.830, 0.319], [-0.874, 0.842, 1.690]],
  "forces_ev_per_angstrom": [[0.0, 0.0, 0.0], [0.0, -0.1, 0.0], [-0.3, -1.1, 0.9], [-0.6, 0.5, 0.5], [-0.4, 0.0, 0.0], [0.1, 0.1, 0.0], [-0.1, 0.0, 0.2], [0.1, -0.2, 0.0], [-0.2, -0.1, -0.1], [0.0, 0.0, -0.2], [-0.1, 0.1, 0.0], [0.7, 0.5, -1.1], [0.0, 0.2, 0.0], [0.6, 0.2, -0.1], [0.0, 0.0, 0.1], [0.2, 0.0, -0.1], [0.0, -0.1, 0.1], [-0.1, 0.0, -0.2]],
  "nbo_charge": [-0.597, -0.446, -0.244, -0.434, -0.269, -0.606, 0.213, 0.200, 0.207, 0.179, 0.208, 0.300, 0.218, 0.232, 0.206, 0.215, 0.211, 0.207],
  "e_homo_ev": -7.875,
  "orbital_gap_ev": 9.0,
  "total_charge": 0,
  "total_energy_ha": -235.67872
}



{
  "formula": "C6H8N",
  "method": "ωB97M-V/def2-TZVPD",
  "symbols": ["C", "N", "C", "C", "C", "C", "C", "H", "H", "H", "H", "H", "H", "H", "H"],
  "positions_angstrom": [[-1.499, -1.948, -0.147], [-1.302, -0.714, -0.024], [-1.185, 0.348, 0.982], [-0.639, 0.671, -0.366], [0.778, 0.901, -0.469], [1.749, 1.429, -1.179], [2.172, 0.624, -0.007], [-1.323, -2.352, -1.156], [-2.050, -2.540, 0.574], [-0.735, -0.163, 1.880], [-2.123, 0.723, 1.447], [-1.415, 1.166, -1.003], [2.236, 1.982, -1.992], [2.675, -0.364, 0.160], [2.378, 1.266, 0.901]],
  "forces_ev_per_angstrom": [[-0.6, 0.1, -2.0], [1.0, 1.7, 0.7], [-2.2, -2.3, 2.5], [-1.3, -0.2, 0.7], [0.8, -0.3, -2.6], [0.0, -0.7, -0.4], [0.2, 0.8, 3.7], [0.2, -0.2, 0.6], [0.2, 0.1, 0.4], [1.0, 1.3, -1.2], [0.3, 0.2, -1.2], [1.2, -0.1, 0.4], [-0.8, -0.2, 0.4], [-0.6, 0.7, -1.3], [0.4, -0.8, -0.8]],
  "nbo_charge": [0.116, -0.243, -0.252, -0.009, -0.105, -0.035, -0.418, 0.228, 0.231, 0.265, 0.261, 0.281, 0.265, 0.227, 0.188],
  "e_homo_ev": -13.332,
  "smiles": "C=[N+]1C[C@H]1C1=CC1",
  "orbital_gap_ev": 8.5,
  "total_charge": 1,
  "total_energy_ha": -287.71719
}